DFT (ωB97M-V with the def2-TZVPD basis set) results for 2 unconnected molecules or ions with the total composition C5H10N2O.

The geometry in ORCA input format:
```
! wB97M-V def2-TZVPD RIJCOSX def2/J DEFGRID3
* xyz 0 1
C 0.103 -2.488 1.847
C 0.268 0.961 -1.577
C -0.529 1.753 -0.453
C 0.585 -0.477 -1.242
C -0.677 0.887 0.806
N -0.007 -2.660 0.664
N 1.082 -0.551 0.077
O 0.570 0.194 1.032
H 0.060 -3.396 2.546
H 0.287 -1.387 2.197
H -0.132 1.125 -2.518
H 1.110 1.702 -1.566
H 0.053 2.628 -0.233
H -1.551 2.132 -0.910
H -0.316 -1.149 -1.534
H 1.342 -0.713 -1.874
H -0.726 1.347 1.843
H -1.523 0.092 0.895
*
```

Calculated values
Orbital gap (spin up / spin down)   8.43 / 9.52 eV
Energy above the lowest of the compared OMol25 structures with the same formula, charge and spin   162.9 kcal/mol
LUMO (spin up / spin down)   0.35 / 0.82 eV
Total energy   -10368.2416 eV
Highest occupied orbital energy (spin up / spin down)   -8.081 / -8.705 eV

These are the Mulliken partial charges, in e, on atoms 1 to 4:
1. C -0.186
2. C -0.667
3. C -0.541
4. C -0.453

=====

DFT (ωB97M-V with the def2-TZVPD basis set) results for a molecular structure, C28H23N6O2RhS3.

The geometry in ORCA input format:
```
! wB97M-V def2-TZVPD RIJCOSX def2/J DEFGRID3
* xyz 2 5
Rh -0.055 0.037 0.236
O 1.468 -0.815 3.662
S 0.175 -0.890 3.068
O -0.037 -1.786 1.937
N -0.186 0.553 2.321
C -0.047 1.791 2.727
C 0.092 2.213 4.080
C 0.174 3.554 4.381
C 0.127 4.513 3.372
C 0.013 4.144 1.997
C -0.006 5.086 0.951
C -0.095 4.648 -0.344
C -0.153 3.271 -0.588
N -0.139 2.365 0.379
C -0.069 2.794 1.658
C -1.060 -1.143 4.261
C -2.399 -1.016 3.881
C -3.373 -1.205 4.843
C -3.006 -1.518 6.150
C -1.669 -1.638 6.509
C -0.675 -1.444 5.561
H 0.119 1.468 4.866
H 0.269 3.864 5.413
H 0.185 5.565 3.626
H 0.052 6.144 1.179
H -0.116 5.341 -1.173
H -0.214 2.893 -1.601
H -2.665 -0.762 2.859
H -4.420 -1.111 4.579
H -3.774 -1.667 6.899
H -1.399 -1.885 7.527
H 0.375 -1.532 5.815
N 9.696 -3.940 -2.596
C 8.773 -3.362 -2.228
C 7.610 -2.637 -1.766
C 7.760 -1.449 -1.060
C 6.648 -0.754 -0.619
C 5.384 -1.249 -0.882
C 5.224 -2.434 -1.583
C 6.335 -3.126 -2.025
N 4.221 -0.526 -0.422
C 4.208 0.619 0.352
C 2.907 0.949 0.521
N 2.112 0.023 -0.138
C 2.943 -0.843 -0.684
H 8.751 -1.067 -0.858
H 6.794 0.170 -0.077
H 4.244 -2.839 -1.791
H 6.216 -4.051 -2.573
H 5.098 1.097 0.722
H 2.505 1.784 1.068
H 2.644 -1.688 -1.279
S -2.260 -0.149 -0.511
C -2.149 -1.838 -0.860
N -2.215 -2.779 0.040
C -1.947 -4.152 -0.415
C -2.299 -4.154 -1.898
S -2.011 -2.441 -2.461
H -2.153 -2.536 1.021
H -2.557 -4.857 0.143
H -0.895 -4.382 -0.243
H -3.345 -4.388 -2.076
H -1.674 -4.832 -2.472
*
```

Calculated values
Orbital gap (spin up / spin down)   7.51 / 5.15 eV
Expectation value of S²   6.0448
LUMO (spin up / spin down)   -6.12 / -8.50 eV
Total energy   -77943.6177 eV
Highest occupied orbital energy (spin up / spin down)   -13.637 / -13.645 eV

These are the Mulliken partial charges, in e, on atoms 1 to 4:
1. Rh 0.421
2. O -0.718
3. S 1.586
4. O -0.669

=====

DFT (ωB97M-V with the def2-TZVPD basis set) results for C11H22N6O4 in the gas phase.

The geometry in ORCA input format:
```
! wB97M-V def2-TZVPD RIJCOSX def2/J DEFGRID3
* xyz 0 1
C 0.188 -0.684 -0.998
C -0.781 0.392 -0.533
C 0.049 -2.050 -0.225
C 1.083 -3.140 -0.411
C 0.570 -4.429 0.362
C 1.724 -6.314 1.625
C -1.354 2.747 -0.549
C -2.434 2.941 -1.599
C -0.429 3.963 -0.209
C -1.338 5.033 0.190
C -0.667 6.298 0.534
H 2.140 -0.790 -1.365
H 1.897 -0.052 0.011
H -0.015 -0.905 -2.053
H -1.009 -2.356 -0.365
H -0.013 -1.813 0.866
H 1.317 -3.457 -1.408
H 2.001 -2.660 0.007
H 0.182 -4.081 1.274
H -0.303 -4.875 -0.228
H 2.424 -5.349 0.044
H -0.028 -6.131 2.350
H 2.977 -7.615 2.337
H 3.804 -6.465 1.596
H 0.337 1.828 -1.423
H -1.927 2.424 0.404
H 0.240 4.285 -1.003
H 0.202 3.602 0.640
H -2.035 5.238 -0.642
H -1.946 4.741 1.040
H -2.460 7.072 1.249
H -1.104 8.140 1.377
H -1.349 2.081 -2.991
N 1.529 -0.155 -0.933
N 1.640 -5.335 0.680
N 0.798 -6.769 2.416
N 2.931 -7.047 1.491
N -0.574 1.622 -0.994
N -1.467 7.222 1.195
O -1.652 0.136 0.275
O -3.484 3.520 -1.398
O 0.477 6.508 0.245
O -2.142 2.676 -2.879
*
```

Calculated values
Orbital gap   9.20 eV
Energy above the lowest of the compared OMol25 structures with the same formula, charge and spin   40.2 kcal/mol
SMILES string   [H]/N=C(/N)NCCC[C@H](N)C(=O)N[C@@H](CCC(N)=O)C(=O)O
LUMO   0.27 eV
Total energy   -28895.3943 eV
Highest occupied orbital energy   -8.926 eV

These are the Mulliken partial charges, in e, on atoms 1 to 4:
1. C 0.453
2. C 0.185
3. C -1.090
4. C -0.464

=====

DFT (ωB97M-V with the def2-TZVPD basis set) results for C2H2ClF in the gas phase.

The geometry in ORCA input format:
```
! wB97M-V def2-TZVPD RIJCOSX def2/J DEFGRID3
* xyz 0 1
C 0.125 0.556 -0.110
C -0.025 -0.725 -0.094
H 0.657 -1.512 -0.296
H -0.862 -1.218 0.354
F 1.061 1.288 -0.734
Cl -0.956 1.611 0.880
*
```

Calculated values
Orbital gap   11.08 eV
Energy above the lowest of the compared OMol25 structures with the same formula, charge and spin   10.2 kcal/mol
SMILES string   C=C(F)Cl
LUMO   0.90 eV
Total energy   -17345.0679 eV
Highest occupied orbital energy   -10.179 eV

These are the Mulliken partial charges, in e, on atoms 1 to 4:
1. C 0.426
2. C -0.586
3. H 0.275
4. H 0.259

=====

DFT (ωB97M-V with the def2-TZVPD basis set) results for a molecular structure, C28H31ClCuF4N3O5.

The geometry in ORCA input format:
```
! wB97M-V def2-TZVPD RIJCOSX def2/J DEFGRID3
* xyz -1 2
Cu -0.592 0.107 -0.010
C -2.515 0.343 -2.528
N -2.561 -0.004 -1.117
C -3.219 -1.295 -0.936
C -3.238 1.051 -0.351
C -2.902 1.085 1.168
N -1.968 0.023 1.518
C -1.687 -0.191 2.802
C -1.042 -1.403 3.183
F -0.829 -2.353 2.219
C -0.670 -1.718 4.462
F -0.068 -2.911 4.678
C -0.917 -0.874 5.529
C -1.574 0.301 5.209
F -1.842 1.184 6.193
C -1.952 0.638 3.929
F -2.550 1.839 3.761
H -3.524 0.453 -2.963
H -1.987 -0.435 -3.084
H -1.972 1.282 -2.652
H -4.262 -1.268 -1.297
H -3.204 -1.556 0.120
H -2.679 -2.062 -1.500
H -4.326 0.960 -0.500
H -2.931 2.000 -0.789
H -3.836 0.999 1.736
H -2.496 2.078 1.383
H -0.615 -1.110 6.539
C 4.091 1.168 1.259
C 3.747 -0.110 0.537
O 2.651 -0.712 1.209
C 2.215 -1.923 0.657
C 2.338 -3.013 1.697
H 4.915 1.676 0.750
H 4.390 0.959 2.289
H 3.228 1.834 1.275
H 4.608 -0.791 0.530
H 3.475 0.098 -0.505
H 2.812 -2.151 -0.232
H 0.285 -2.104 0.903
H 3.387 -3.139 1.970
H 1.949 -3.964 1.322
H 1.779 -2.724 2.590
O 0.301 -4.273 -0.879
C 0.575 -3.541 -1.715
O 0.880 -1.794 0.203
C 0.903 -2.767 -2.785
C 0.766 -1.342 -2.789
C 1.107 -0.645 -3.910
C 1.584 -1.322 -5.046
C 1.726 -2.721 -5.059
C 1.398 -3.445 -3.955
N 1.931 -0.579 -6.237
O 1.785 0.632 -6.224
O 2.351 -1.208 -7.201
H 0.395 -0.839 -1.906
H 1.012 0.432 -3.933
H 2.093 -3.202 -5.953
H 1.498 -4.523 -3.950
Cl -1.860 6.099 2.556
C -1.103 4.825 1.607
C -0.284 3.888 2.224
C 0.297 2.879 1.477
C 0.091 2.751 0.084
C 0.622 1.618 -0.674
C -0.736 3.735 -0.497
C -1.329 4.748 0.246
H -0.127 3.940 3.296
H 0.886 2.116 1.982
H 1.619 1.310 -0.361
H 0.587 1.789 -1.756
H -0.918 3.692 -1.568
H -1.966 5.483 -0.234
*
```

Calculated values
Orbital gap (spin up / spin down)   5.67 / 4.39 eV
Expectation value of S²   0.7824
LUMO (spin up / spin down)   2.17 / 0.89 eV
Total energy   -112275.0727 eV
Highest occupied orbital energy (spin up / spin down)   -3.495 / -3.494 eV

These are the Mulliken partial charges, in e, on atoms 1 to 4:
1. Cu -0.202
2. C -1.067
3. N 0.892
4. C -1.238